No. 1
{"formula": "C5H7ClO", "method": "wB97M-V/def2-TZVPD", "de_lowest_ev": 3.5841, "energy_ev": -19864.3684, "gap_ha": 0.3802, "symbols": ["H", "H", "H", "C", "H", "H", "C", "H", "O", "Cl", "C", "C", "C", "H"], "coordinates": [[-0.604, -0.205, 2.835], [-2.353, -1.715, 0.211], [0.313, -1.207, -3.440], [-0.396, -0.302, -0.466], [1.802, -1.439, -2.474], [1.433, 0.146, -3.071], [-1.725, 0.016, 1.009], [-0.404, 1.326, 1.871], [-2.298, -1.258, 1.059], [-3.000, 1.124, 0.400], [0.250, -0.504, -1.460], [1.016, -0.732, -2.701], [-1.032, 0.579, 2.234], [-1.814, 0.998, 3.007]], "nbo_charge": [0.25, 0.51, 0.23, -0.14, 0.23, 0.23, 0.40, 0.25, -0.72, -0.03, -0.08, -0.67, -0.68, 0.24]}

No. 2
{"formula": "C23H42FN2O6PS", "method": "wB97M-V/def2-TZVPD", "s_squared": 2.01, "spin_multiplicity": 3, "energy_ev": -62633.9869, "gap_ha": [0.2956, 0.3369], "symbols": ["C", "H", "H", "H", "H", "H", "H", "O", "C", "H", "H", "H", "C", "H", "O", "H", "H", "H", "H", "H", "H", "C", "H", "H", "H", "C", "C", "H", "H", "H", "N", "H", "P", "C", "C", "C", "H", "S", "H", "C", "H", "H", "O", "O", "C", "H", "H", "H", "C", "C", "H", "O", "H", "C", "H", "N", "H", "C", "H", "C", "H", "O", "C", "C", "F", "H", "H", "C", "C", "H", "C", "C", "H", "H", "C", "H"], "coordinates": [[-1.430, -2.798, 9.589], [-3.569, -3.559, -3.357], [0.830, 1.393, -1.504], [0.366, -1.505, 6.818], [-3.106, 0.211, -6.770], [3.198, 3.726, 0.289], [1.478, -0.824, 2.407], [-0.813, 1.308, 4.741], [5.043, 2.160, -1.122], [-0.939, -0.627, 6.048], [-1.467, 1.494, -3.582], [-2.616, -2.511, -6.802], [-1.096, -3.324, -4.595], [-4.474, 0.645, -3.353], [4.477, 0.225, 0.555], [-4.132, -2.411, -5.903], [1.771, 2.238, 2.128], [-2.776, 2.265, -4.477], [0.807, 2.205, 0.649], [-1.440, -4.358, -4.587], [5.533, 2.677, -0.295], [-3.668, -0.094, -3.359], [-1.787, -3.651, 10.119], [2.963, 0.029, 2.863], [0.548, -0.534, -0.005], [2.891, 3.243, -0.639], [-1.175, -1.749, 9.059], [1.255, 1.169, 7.050], [3.574, 0.223, -2.174], [-5.016, -1.663, -4.009], [3.515, 1.081, 0.467], [2.117, -1.173, -0.464], [-0.892, -0.162, 8.389], [1.537, 0.563, -1.585], [-2.058, 1.444, -4.493], [-2.308, -2.399, -4.648], [2.895, 1.704, -2.826], [0.735, 0.465, 9.653], [-4.744, -1.617, -2.285], [2.443, -0.467, 2.041], [-0.496, -3.162, -3.703], [3.030, -1.331, 1.738], [0.293, 0.308, 10.995], [-0.767, -0.781, -4.049], [2.934, 1.077, -1.932], [-2.480, -2.476, -2.506], [1.806, 3.193, -0.658], [0.426, 1.119, 1.954], [-2.818, 0.127, -4.614], [1.255, 1.587, 1.422], [5.093, 2.800, -2.004], [1.220, 1.730, 9.204], [1.169, -0.066, -2.397], [2.201, 0.501, 0.887], [5.599, 1.250, -1.333], [-1.826, -0.986, -4.758], [-4.473, -0.527, -5.929], [1.563, -0.245, -0.288], [1.754, 0.026, 5.823], [0.883, 0.518, 6.257], [3.183, 3.891, -1.466], [1.142, 2.370, 4.721], [-3.709, 0.243, -5.862], [-4.245, -1.505, -3.250], [1.925, -0.549, 9.423], [-3.225, -3.898, -5.902], [-1.389, 1.589, -5.343], [0.288, 1.424, 5.192], [3.580, 1.877, -0.798], [-4.235, 1.198, -5.843], [-3.123, -2.813, -5.885], [-3.142, -2.554, -3.375], [-0.457, -3.181, -5.467], [1.741, 2.627, 5.436], [-0.116, -0.529, 6.756], [-3.053, 0.104, -2.475]], "lowdin_spin": [0.00, 0.00, 0.00, 0.00, 0.00, 0.00, 0.00, 0.00, 0.00, 0.00, 0.00, 0.00, 0.00, 0.00, 0.52, 0.00, 0.00, 0.00, 0.00, 0.00, 0.00, 0.02, 0.00, 0.00, 0.00, 0.00, 0.00, 0.00, 0.00, 0.00, 0.38, 0.00, 0.00, 0.00, 0.00, 0.03, 0.00, 0.00, 0.00, 0.00, 0.00, 0.00, 0.00, 0.52, 0.02, 0.00, 0.00, 0.00, 0.03, 0.00, 0.00, 0.00, 0.00, 0.03, 0.00, 0.38, 0.00, 0.02, 0.00, 0.00, 0.00, 0.00, 0.00, 0.00, 0.00, 0.00, 0.00, 0.00, 0.03, 0.00, 0.00, 0.02, 0.00, 0.00, 0.00, 0.00]}

No. 3
{"formula": "C5H9FN2", "method": "wB97M-V/def2-TZVPD", "smiles": "CCN1C[C@H](F)C=N1", "de_lowest_ev": 1.0741, "energy_ev": -11027.4379, "gap_ha": 0.3565, "symbols": ["C", "H", "H", "H", "H", "H", "C", "N", "H", "H", "F", "H", "N", "C", "C", "C", "H"], "coordinates": [[0.602, 0.947, -0.018], [0.873, 1.934, 0.326], [0.521, 0.962, -1.105], [-3.172, 0.495, -1.743], [-1.434, 0.507, -2.114], [2.340, 0.177, 1.137], [0.704, -1.217, 0.829], [-0.512, -0.853, 0.929], [1.021, -2.221, 1.112], [-2.116, -0.900, -1.294], [2.386, -0.521, -0.739], [-2.673, 0.539, 0.702], [-0.631, 0.479, 0.614], [-2.171, 0.201, -1.360], [-1.915, 0.838, 0.005], [1.628, -0.126, 0.358], [-1.924, 1.949, -0.063]], "nbo_charge": [-0.28, 0.21, 0.21, 0.22, 0.20, 0.18, -0.04, -0.19, 0.21, 0.22, -0.36, 0.21, -0.27, -0.64, -0.21, 0.14, 0.20]}

No. 4
{"formula": "CH4NO2P", "method": "wB97M-V/def2-TZVPD", "smiles": "NP=O.C=O", "de_lowest_ev": 1.3442, "energy_ev": -15975.1395, "gap_ha": 0.3480, "symbols": ["O", "H", "O", "H", "N", "H", "H", "P", "C"], "coordinates": [[1.013, 0.281, 0.431], [1.105, -1.296, -0.871], [-1.148, -1.432, -0.008], [-0.697, 1.237, 0.163], [-1.651, 0.995, 0.088], [1.176, -1.722, 0.779], [-2.273, 1.831, -0.264], [-2.300, -0.523, 0.033], [0.912, -0.881, 0.073]], "nbo_charge": [-0.63, 0.12, -1.04, 0.44, -1.20, 0.10, 0.41, 1.47, 0.34]}